Entry from OMol25: a cluster of 17 separate species, C90H212N23O17P3 in total in a non-equilibrium geometry (ωB97M-V/def2-TZVPD).

The geometry in XYZ format:
```
345
C90H212N23O17P3 (ωB97M-V/def2-TZVPD)
C 20.539 15.225 11.355
O 19.948 16.125 12.002
N 20.007 14.394 10.510
C 20.825 13.499 9.750
C 18.581 14.313 10.312
H 21.601 14.967 11.487
H 21.870 13.479 10.058
H 20.850 13.869 8.725
H 20.460 12.479 9.633
H 18.266 14.314 9.269
H 18.199 13.495 10.922
H 18.189 15.201 10.808
C 21.832 26.435 1.638
O 22.787 25.714 1.936
N 20.665 26.397 2.256
C 19.536 27.100 1.688
C 20.368 25.582 3.453
H 21.874 27.227 0.874
H 19.790 27.730 0.836
H 19.111 27.721 2.477
H 18.776 26.382 1.380
H 19.551 24.886 3.266
H 21.146 24.832 3.592
H 20.227 26.173 4.358
C 18.256 19.706 11.524
O 18.392 20.646 10.679
N 17.878 19.947 12.814
C 18.091 18.986 13.869
C 17.709 21.264 13.319
H 18.333 18.637 11.271
H 18.425 18.017 13.498
H 17.135 18.874 14.380
H 18.722 19.470 14.614
H 16.954 21.188 14.102
H 18.702 21.488 13.711
H 17.378 21.999 12.585
C 27.333 21.376 7.227
O 26.951 21.386 8.398
N 26.653 22.073 6.233
C 27.323 22.222 4.904
C 25.351 22.831 6.375
H 28.245 20.806 6.990
H 28.357 21.883 4.972
H 27.134 23.229 4.532
H 26.998 21.501 4.154
H 24.828 22.541 7.287
H 25.399 23.914 6.263
H 24.616 22.507 5.639
C 16.739 14.416 7.184
O 16.841 13.247 7.634
N 17.715 14.926 6.431
C 17.535 16.197 5.819
C 18.931 14.127 6.101
H 15.838 15.044 7.262
H 18.381 16.883 5.857
H 16.704 16.739 6.270
H 17.423 16.097 4.739
H 19.033 13.233 6.717
H 18.894 13.899 5.036
H 19.883 14.644 6.225
C 25.174 15.049 10.596
O 23.971 14.890 10.913
N 25.807 16.226 10.723
C 27.141 16.551 10.152
C 25.107 17.335 11.415
H 25.889 14.333 10.165
H 26.992 16.696 9.082
H 27.907 15.790 10.302
H 27.516 17.476 10.590
H 25.261 18.273 10.882
H 24.049 17.288 11.676
H 25.641 17.592 12.330
C 14.386 18.935 3.013
O 15.076 18.706 4.032
N 14.046 17.964 2.128
C 13.261 18.128 0.886
C 14.433 16.541 2.255
H 13.915 19.821 2.560
H 13.032 19.183 0.735
H 12.325 17.571 0.839
H 13.794 17.917 -0.041
H 13.572 15.917 2.495
H 14.848 16.092 1.353
H 15.254 16.536 2.973
C 16.798 22.181 8.247
O 16.827 23.388 8.122
N 16.970 21.255 7.277
C 16.980 19.799 7.486
C 17.082 21.675 5.862
H 16.547 21.617 9.158
H 17.797 19.282 6.983
H 16.063 19.330 7.129
H 17.020 19.508 8.536
H 18.069 21.560 5.415
H 16.455 21.033 5.244
H 16.811 22.712 5.659
C 16.992 20.891 0.310
O 15.848 20.889 -0.217
N 17.261 21.427 1.507
C 18.610 21.713 1.979
C 16.173 21.961 2.345
H 17.900 20.425 -0.104
H 18.658 21.405 3.024
H 18.932 22.719 1.711
H 19.330 21.015 1.551
H 16.140 23.043 2.217
H 15.213 21.591 1.982
H 16.200 21.689 3.400
O 27.452 18.894 4.369
P 28.488 17.880 4.124
N 29.766 18.271 3.079
C 29.592 19.412 2.082
C 30.778 17.240 2.758
N 27.737 16.427 3.612
C 26.429 16.490 2.934
C 28.461 15.118 3.457
N 29.270 17.422 5.544
C 30.375 18.149 6.223
C 28.463 16.843 6.540
H 29.342 20.322 2.627
H 28.840 19.066 1.373
H 30.538 19.432 1.541
H 30.431 16.625 1.928
H 30.949 16.651 3.659
H 31.655 17.722 2.325
H 26.409 16.094 1.918
H 25.620 15.967 3.444
H 26.056 17.511 2.856
H 27.926 14.337 3.997
H 28.649 14.800 2.431
H 29.487 15.098 3.826
H 30.155 19.128 6.650
H 30.937 17.647 7.011
H 31.130 18.435 5.491
H 29.013 16.192 7.221
H 27.578 16.299 6.212
H 28.059 17.699 7.081
O 21.339 16.665 5.487
P 21.631 17.844 6.327
N 20.811 19.320 5.919
C 21.092 20.596 6.572
C 19.954 19.376 4.749
N 23.294 18.301 6.269
C 24.058 19.103 7.153
C 24.116 17.846 5.099
N 21.245 17.687 8.060
C 22.194 16.953 8.897
C 19.836 17.655 8.541
H 20.254 21.293 6.567
H 21.912 21.187 6.163
H 21.229 20.486 7.647
H 20.181 20.279 4.183
H 18.899 19.196 4.956
H 20.243 18.587 4.055
H 24.981 18.589 7.422
H 24.288 19.983 6.552
H 23.603 19.447 8.082
H 24.645 18.697 4.669
H 24.740 17.002 5.395
H 23.435 17.525 4.311
H 22.126 15.912 8.581
H 23.240 17.222 8.749
H 21.924 17.004 9.952
H 19.482 16.635 8.387
H 19.221 18.303 7.916
H 19.763 17.814 9.617
O 22.610 20.743 15.684
P 23.260 20.411 14.391
N 22.455 21.203 13.064
C 21.856 22.571 13.248
C 23.016 20.869 11.690
N 23.268 18.726 13.989
C 21.920 18.149 13.676
C 24.151 17.880 14.763
N 24.850 20.871 14.176
C 25.311 21.988 15.066
C 25.742 20.316 13.187
H 21.089 22.722 12.488
H 22.638 23.324 13.151
H 21.409 22.554 14.241
H 23.898 21.450 11.422
H 22.302 21.362 11.030
H 22.846 19.853 11.333
H 21.968 17.098 13.392
H 21.359 18.212 14.608
H 21.369 18.749 12.951
H 23.629 17.128 15.356
H 24.982 17.577 14.127
H 24.760 18.506 15.415
H 25.652 22.837 14.474
H 24.584 22.254 15.832
H 26.147 21.578 15.633
H 26.333 19.533 13.662
H 26.537 21.034 12.986
H 25.333 20.024 12.220
C 25.658 14.068 6.410
C 25.391 12.540 6.565
C 23.863 12.434 6.846
C 22.963 12.618 5.596
C 23.378 11.609 4.557
C 24.968 11.645 4.221
N 25.739 11.610 5.452
O 27.159 11.478 5.217
C 25.184 10.323 3.453
C 25.204 12.821 3.325
C 26.079 12.019 7.899
H 25.664 14.719 7.284
H 25.002 14.624 5.739
H 26.651 14.119 5.964
H 23.757 11.386 7.128
H 23.656 13.053 7.719
H 23.213 13.590 5.172
H 21.885 12.617 5.752
H 22.822 11.785 3.636
H 23.174 10.604 4.926
H 26.115 10.264 2.890
H 25.154 9.442 4.094
H 24.422 10.179 2.686
H 24.696 12.713 2.366
H 24.792 13.768 3.674
H 26.238 12.920 2.996
H 25.953 10.954 8.095
H 25.792 12.564 8.798
H 27.163 12.075 7.810
H 27.376 10.649 5.649
C 17.974 16.757 1.480
C 19.409 16.227 1.386
C 19.747 15.618 2.720
C 20.927 14.677 2.686
C 20.684 13.518 1.660
C 20.544 14.133 0.251
N 19.538 15.222 0.274
O 19.181 15.698 -1.001
C 21.853 14.617 -0.415
C 19.867 13.056 -0.685
C 20.270 17.495 1.149
H 17.361 15.859 1.555
H 17.633 17.389 0.660
H 17.852 17.294 2.421
H 20.151 16.411 3.350
H 18.887 15.215 3.255
H 21.075 14.281 3.691
H 21.857 15.183 2.425
H 19.871 12.865 1.976
H 21.590 12.911 1.654
H 22.439 13.827 -0.884
H 21.636 15.326 -1.214
H 22.480 15.221 0.241
H 18.963 12.693 -0.196
H 19.619 13.376 -1.697
H 20.526 12.203 -0.847
H 21.321 17.220 1.062
H 20.079 18.226 1.934
H 20.060 17.972 0.192
H 19.957 16.223 -1.213
C 22.849 20.438 2.054
C 23.732 21.618 1.662
C 25.127 21.076 1.184
C 25.145 20.377 -0.259
C 24.437 21.328 -1.268
C 23.009 21.978 -0.802
N 23.189 22.500 0.579
O 21.938 23.037 0.936
C 22.833 23.044 -1.813
C 21.985 20.866 -0.963
C 23.988 22.532 2.941
H 23.037 20.142 3.087
H 23.033 19.571 1.420
H 21.794 20.537 1.801
H 25.869 21.874 1.213
H 25.504 20.417 1.966
H 24.734 19.369 -0.192
H 26.193 20.185 -0.489
H 24.327 20.766 -2.196
H 25.143 22.123 -1.504
H 22.267 22.617 -2.640
H 22.205 23.880 -1.506
H 23.733 23.547 -2.168
H 22.190 19.978 -0.365
H 21.043 21.141 -0.489
H 21.911 20.548 -2.003
H 24.830 22.135 3.508
H 23.079 22.537 3.543
H 24.289 23.533 2.632
H 22.243 23.911 1.191
C 13.552 15.032 12.010
C 14.579 16.066 12.597
C 15.771 16.247 11.674
C 15.603 17.314 10.522
C 14.986 18.647 11.030
C 13.679 18.445 11.851
N 13.960 17.414 12.882
O 13.091 17.366 13.930
C 13.523 19.707 12.641
C 12.557 18.213 10.894
C 15.220 15.495 13.928
H 12.583 15.164 12.491
H 13.819 13.986 12.163
H 13.402 15.227 10.948
H 16.680 16.491 12.225
H 15.923 15.311 11.136
H 15.026 17.061 9.633
H 16.562 17.409 10.013
H 14.776 19.196 10.112
H 15.776 19.210 11.526
H 12.602 19.729 13.223
H 14.236 19.890 13.445
H 13.501 20.510 11.904
H 12.702 17.439 10.140
H 11.625 17.956 11.398
H 12.331 19.094 10.292
H 15.832 16.253 14.417
H 15.869 14.626 13.823
H 14.499 15.226 14.699
H 13.607 17.970 14.470
C 19.835 25.309 8.973
C 21.426 25.358 8.802
C 21.854 25.378 7.315
C 21.440 26.686 6.593
C 21.976 27.924 7.296
C 21.686 27.999 8.827
N 21.967 26.607 9.461
O 21.896 26.584 10.833
C 22.636 29.083 9.230
C 20.216 28.423 8.957
C 21.936 24.053 9.369
H 19.505 25.465 10.000
H 19.341 24.389 8.662
H 19.212 26.049 8.471
H 22.918 25.179 7.190
H 21.215 24.593 6.910
H 20.351 26.655 6.550
H 21.909 26.527 5.622
H 21.595 28.799 6.767
H 23.051 27.883 7.120
H 22.575 30.015 8.668
H 22.727 29.224 10.307
H 23.609 28.662 8.975
H 20.147 29.506 8.855
H 19.559 28.061 8.167
H 19.832 28.151 9.940
H 21.753 23.907 10.434
H 23.005 23.962 9.181
H 21.541 23.164 8.877
H 21.009 26.941 10.924
```

Output
HOMO level (eV): -7.95
Lowest unoccupied orbital energy (eV): 0.30
E (eV): -193707.094
Frontier orbital gap (eV): 8.25

Atom charges from the Löwdin analysis, given in e for atoms 1 to 99: -0.3500, -0.0527, -0.1741, -0.0510, -0.0162, 0.1210, 0.0780, 0.0695, 0.0985, 0.0683, 0.1103, 0.0596, -0.3305, -0.0188, -0.1697, -0.0540, -0.0110, 0.1412, 0.0885, 0.0910, 0.0887, 0.0828, 0.0855, 0.0696, -0.2836, -0.0534, -0.2156, -0.0488, -0.0476, 0.1175, 0.0848, 0.0794, 0.0906, 0.0911, 0.0942, 0.0973, -0.3132, -0.0300, -0.1367, -0.0661, -0.0353, 0.1183, 0.0728, 0.0865, 0.0452, 0.0725, 0.0850, 0.0472, -0.3200, -0.0509, -0.1583, -0.0628, -0.0115, 0.1383, 0.0683, 0.0876, 0.0742, 0.0819, 0.0779, 0.0627, -0.3110, -0.0405, -0.1503, -0.0215, -0.0454, 0.1208, 0.0659, 0.0880, 0.0911, 0.0767, 0.0789, 0.0557, -0.3055, -0.0379, -0.1617, -0.0603, -0.0445, 0.1243, 0.0794, 0.0863, 0.0888, 0.0907, 0.0801, 0.0647, -0.3500, 0.0108, -0.1367, -0.0466, -0.0472, 0.1199, 0.0489, 0.0873, 0.0660, 0.0556, 0.0598, 0.0886, -0.3112, -0.0405, -0.1699